{
  "formula": "C23H24N4O2",
  "method": "ωB97M-V/def2-TZVPD",
  "lumo_energy_ev": 0.12,
  "e_homo_ev": -8.3,
  "spin_multiplicity": 1,
  "e_tot_ev": -34298.079,
  "relative_energy_kj_mol": 0.0,
  "symbols": ["C", "H", "H", "H", "C", "C", "C", "C", "C", "C", "C", "N", "C", "O", "C", "H", "H", "C", "C", "N", "C", "N", "C", "C", "C", "C", "N", "C", "C", "C", "C", "C", "O", "H", "H", "H", "H", "H", "H", "H", "H", "H", "H", "H", "C", "H", "H", "H", "H", "H", "H", "H", "H"],
  "xyz": [[-3.278389, -2.475736, 0.368361], [-2.477825, -2.828949, -0.277133], [-3.483489, -3.238947, 1.115796], [-4.167636, -2.343201, -0.244049], [-2.908772, -1.154262, 1.046468], [-2.586756, -0.082220, 0.039541], [-3.476352, 0.962611, -0.150034], [-3.224247, 1.951494, -1.082750], [-2.066451, 1.900936, -1.831329], [-1.142811, 0.875608, -1.668155], [-1.418621, -0.128676, -0.735252], [-0.493107, -1.156183, -0.463900], [0.201121, -1.937926, -1.328507], [0.050985, -1.924718, -2.532062], [1.230325, -2.872635, -0.695683], [2.203215, -2.536760, -1.066409], [1.048198, -3.850395, -1.148651], [1.298036, -3.021880, 0.825642], [2.173607, -1.979558, 1.532178], [1.742598, -0.604622, 1.336164], [2.433399, 0.211887, 0.473333], [3.485226, -0.304693, -0.148228], [4.188031, 0.453248, -0.969341], [3.891855, 1.783720, -1.216470], [2.789322, 2.338679, -0.588088], [2.027226, 1.550543, 0.265050], [0.887787, 1.989880, 0.908451], [0.225711, 3.168062, 0.812362], [-0.872731, 3.123363, 1.635574], [-0.886034, 1.870946, 2.260569], [0.214024, 1.176784, 1.795265], [0.638520, -0.174132, 2.058728], [0.063529, -0.937863, 2.818550], [-1.604019, 1.499358, 2.962292], [-1.590357, 3.907850, 1.767237], [0.559157, 3.958207, 0.170924], [2.518081, 3.367638, -0.763233], [4.498668, 2.369852, -1.886459], [5.025577, -0.038205, -1.443846], [2.144372, -2.175895, 2.607804], [3.198350, -2.044497, 1.166960], [0.303374, -3.038566, 1.275740], [1.752274, -3.990366, 1.047319], [-0.505710, -1.456586, 0.499168], [0.107448, 0.888013, -2.489064], [0.287222, 1.881399, -2.894685], [0.972192, 0.580974, -1.904389], [0.018490, 0.180000, -3.312871], [-1.860524, 2.676470, -2.554921], [-3.926345, 2.759983, -1.220860], [-4.379510, 0.999601, 0.441547], [-3.755661, -0.822630, 1.650266], [-2.072592, -1.306984, 1.735067]],
  "forces_ev_per_a": [[-0.022, 0.074, 0.142], [0.037, -0.064, -0.068], [-0.031, -0.119, 0.026], [-0.065, -0.031, -0.072], [0.021, -0.152, -0.147], [-0.059, -0.003, -0.005], [0.046, 0.001, -0.035], [-0.051, 0.043, -0.059], [-0.107, -0.019, 0.046], [0.059, -0.050, -0.029], [-0.372, 0.278, -0.236], [-0.162, 0.117, 0.495], [0.241, -0.450, -0.007], [-0.060, 0.011, -0.154], [-0.027, -0.145, -0.032], [-0.048, -0.031, -0.076], [0.006, 0.105, -0.055], [0.147, 0.239, -0.041], [-0.017, -0.527, 0.297], [-0.231, -0.115, 0.546], [0.256, 0.792, -0.465], [-0.254, -0.106, 0.181], [0.110, 0.274, -0.188], [-0.065, -0.050, 0.045], [-0.125, -0.295, 0.237], [0.878, -0.344, -0.464], [-0.274, -0.129, 0.295], [-0.154, 0.353, -0.058], [0.106, 0.041, -0.053], [0.387, -0.344, -0.039], [-0.536, 0.360, 0.356], [0.438, -0.193, -0.099], [-0.134, 0.052, 0.001], [-0.136, -0.146, 0.134], [-0.116, 0.175, -0.024], [0.106, 0.094, -0.143], [-0.041, 0.100, -0.013], [0.062, 0.044, -0.072], [0.106, 0.055, -0.101], [0.078, 0.037, -0.147], [-0.174, -0.052, 0.135], [0.000, -0.088, 0.053], [-0.073, -0.001, 0.031], [0.124, -0.070, -0.100], [-0.007, -0.068, -0.158], [0.040, 0.106, 0.037], [0.084, -0.019, -0.042], [0.080, 0.054, 0.002], [0.050, 0.075, -0.077], [-0.068, 0.082, -0.015], [-0.088, -0.021, 0.093], [0.087, 0.045, 0.050], [-0.054, 0.028, 0.075]]
}